# 1
{"formula": "C17H13N5O3S", "method": "ωB97M-V with the def2-TZVPD basis set", "symbols": ["O", "N", "O", "C", "C", "N", "C", "N", "N", "C", "C", "C", "C", "C", "N", "C", "C", "C", "C", "O", "C", "C", "C", "C", "C", "S", "H", "H", "H", "H", "H", "H", "H", "H", "H", "H", "H", "H", "H"], "xyz": [[-8.32572, 3.68830, 2.76669], [-7.14728, 3.74629, 3.06678], [-6.69924, 4.36746, 4.03206], [-6.23840, 3.06080, 2.26751], [-6.57330, 2.34906, 1.15474], [-5.56514, 1.69843, 0.51976], [-4.41902, 1.97160, 1.10324], [-3.29369, 1.29660, 0.66601], [-2.21652, 1.83713, 1.11820], [-0.94595, 1.32330, 0.87604], [0.14715, 1.96600, 1.35110], [1.49304, 1.54002, 1.04074], [1.68572, 0.36276, 0.34678], [0.60973, -0.47764, -0.09204], [1.05896, -1.59132, -0.64341], [2.46406, -1.48269, -0.63942], [3.45208, -2.33935, -1.13224], [3.19153, -3.66192, -1.81095], [2.54744, -3.43520, -3.16126], [1.17886, -3.12311, -2.93144], [4.81062, -1.94360, -1.07057], [5.16099, -0.66100, -0.57370], [4.16904, 0.20217, -0.13623], [2.87137, -0.27932, -0.11580], [-0.80079, -0.00052, 0.09507], [-4.52861, 3.01761, 2.50682], [-7.56771, 2.13722, 0.81329], [0.08174, 2.84620, 1.99690], [2.34775, 2.08124, 1.38204], [2.51463, -4.29209, -1.17716], [4.11724, -4.23136, -1.97333], [3.07031, -2.65174, -3.70638], [2.67553, -4.33392, -3.76760], [1.07960, -2.44693, -2.23438], [5.59812, -2.60006, -1.42975], [6.19948, -0.39715, -0.51458], [4.42646, 1.15297, 0.25871], [-1.40449, -0.80152, 0.62466], [-1.22560, 0.10532, -0.87690]], "forces_ev_per_angstrom": [[0.14, -0.02, 0.00], [-0.72, 1.20, 1.55], [-0.13, -0.39, -0.57], [1.36, -0.91, -1.56], [-0.10, -0.82, -0.14], [0.46, 0.51, 0.52], [-1.42, -0.01, 0.24], [3.47, 0.56, 0.43], [-1.56, 0.37, 0.45], [-0.18, -1.85, -1.06], [0.05, 0.66, 0.38], [-0.52, -2.31, -1.00], [-0.01, 2.59, 0.88], [-0.29, -1.26, -0.29], [-1.32, 1.22, 0.68], [1.30, -0.46, -0.40], [1.07, -0.95, -0.37], [-0.20, -0.56, 0.63], [-0.65, 0.01, 0.69], [0.05, -0.23, -1.14], [-0.82, 1.53, 0.65], [-0.46, -1.17, -0.44], [0.31, -1.29, 0.16], [0.92, 1.29, 0.45], [-0.14, -0.74, 1.40], [0.14, -0.14, -0.19], [-0.35, 0.36, 0.00], [-0.46, -0.20, -0.39], [0.25, 0.48, 0.20], [0.46, 0.41, -0.67], [-0.02, 0.31, 0.35], [0.07, 0.36, -0.05], [-0.66, -0.08, 0.00], [0.00, -0.43, -0.19], [-0.26, -0.01, 0.05], [0.28, 0.23, -0.10], [0.08, 0.76, 0.25], [0.52, 0.88, -0.62], [-0.66, 0.09, -0.81]], "smiles": "O=[N+]([O-])c1cnc(/N=N/C2=CC=C3C(=Nc4c(CCO)cccc43)C2)s1", "largest_force_ev_per_a": 3.55, "mol_weight_da": 367.4, "e_above_lowest_kcal_mol": 128.83, "homo_lumo_gap_ha": 0.2222}

# 2
{"formula": "C4H11N2O", "method": "ωB97M-V with the def2-TZVPD basis set", "symbols": ["N", "C", "C", "C", "N", "C", "O", "H", "H", "H", "H", "H", "H", "H", "H", "H", "H", "H"], "xyz": [[-1.28938, -0.80384, -1.27654], [-1.41428, 0.59068, -0.75402], [-0.03227, 0.98991, -0.24901], [0.43240, 0.09509, 0.87234], [0.77441, -1.23530, 0.28372], [1.65346, 0.65659, 1.58194], [2.68138, 0.04910, 1.62122], [-1.12263, -0.74370, -2.27997], [-2.18167, -1.28606, -1.21183], [-2.14331, 0.61143, 0.05384], [-1.72138, 1.25903, -1.54495], [0.02430, 2.05180, 0.00525], [0.64822, 0.87202, -1.10101], [-0.33727, -0.11086, 1.62893], [0.01733, -1.41179, -0.43348], [1.67389, -1.20916, -0.20619], [0.83102, -2.00370, 0.94786], [1.50577, 1.62876, 2.06191]], "forces_ev_per_angstrom": [[-0.74, 0.19, -0.50], [0.41, -0.48, 0.00], [-0.33, 0.39, -0.59], [0.41, -0.36, 0.45], [0.68, -0.29, -0.11], [-0.24, -0.31, 0.09], [0.29, -0.06, -0.09], [0.13, -0.12, 0.11], [0.04, 0.00, 0.11], [-0.06, 0.03, -0.04], [-0.25, 0.29, -0.07], [-0.15, -0.16, 0.25], [0.20, 0.06, 0.13], [-0.04, 0.32, -0.19], [-0.48, -0.02, -0.15], [0.07, 0.15, 0.26], [0.02, 0.10, 0.25], [0.05, 0.26, 0.09]], "smiles": "NCC[C@@H]([NH3+])C=O", "largest_force_ev_per_a": 0.92, "mol_weight_da": 103.1, "e_above_lowest_kcal_mol": 29.19, "charge": 1, "homo_lumo_gap_ha": 0.4177}

# 3
{"formula": "C3H3NS", "method": "ωB97M-V with the def2-TZVPD basis set", "symbols": ["N", "C", "C", "C", "S", "H", "H", "H"], "xyz": [[-3.29381, -0.41887, 0.29252], [-2.27896, -0.06821, -0.10804], [-1.03399, 0.35472, -0.60511], [0.31096, 0.27206, 0.54068], [-0.29395, 1.87175, 0.04516], [-0.76982, 0.08321, -1.61683], [0.04310, -0.08433, 1.52044], [1.22492, -0.07444, 0.08840]], "forces_ev_per_angstrom": [[-0.39, -0.14, 0.15], [-0.49, -0.15, 0.23], [3.63, 0.40, 1.98], [-2.56, 0.37, -2.33], [-0.14, -0.31, -0.10], [0.00, -0.01, 0.05], [-0.12, -0.09, 0.06], [0.07, -0.06, -0.04]], "smiles": "N#C[C@@H]1CS1", "largest_force_ev_per_a": 4.15, "mol_weight_da": 85.1, "e_above_lowest_kcal_mol": 13.71, "homo_lumo_gap_ha": 0.3805}

# 4
{"formula": "C4H9NO2", "method": "ωB97M-V with the def2-TZVPD basis set", "symbols": ["C", "C", "C", "O", "N", "C", "O", "H", "H", "H", "H", "H", "H", "H", "H", "H"], "xyz": [[-1.10754, 1.47114, -0.13181], [-0.64251, 0.14801, 0.36228], [-1.25147, -1.12089, -0.01153], [-0.53991, -2.19850, 0.16405], [1.27444, -0.53994, -0.51082], [2.27976, -0.00066, 0.25035], [2.28498, 0.00330, 1.46531], [-0.24311, 2.01517, -0.52926], [-1.50885, 2.07700, 0.68680], [-1.85253, 1.36930, -0.92669], [-0.04155, 0.11822, 1.27228], [-2.00401, -0.83590, 0.84953], [-1.89082, -1.03249, -0.91779], [0.73123, -1.44148, -0.17123], [1.42709, -0.51236, -1.51225], [3.08480, 0.48007, -0.33922]], "forces_ev_per_angstrom": [[-0.06, -0.07, -0.04], [-0.12, -0.06, 0.07], [-0.02, 0.41, -0.20], [0.11, -0.05, 0.02], [0.21, -0.10, -0.01], [-0.04, 0.03, 0.22], [-0.01, -0.02, -0.48], [-0.10, -0.09, 0.08], [0.07, -0.07, -0.10], [0.12, 0.01, 0.13], [-0.08, 0.01, -0.12], [-0.05, 0.03, 0.06], [0.09, -0.06, 0.13], [-0.05, 0.04, 0.00], [0.02, 0.02, 0.15], [-0.08, -0.03, 0.09]], "largest_force_ev_per_a": 0.48, "mol_weight_da": 103.1, "e_above_lowest_kcal_mol": 95.22, "homo_lumo_gap_ha": 0.3217}

# 5
{"formula": "C5H8OS2", "method": "ωB97M-V with the def2-TZVPD basis set", "symbols": ["C", "C", "S", "C", "C", "O", "S", "C", "H", "H", "H", "H", "H", "H", "H", "H"], "xyz": [[-1.59157, -1.81748, -0.54994], [-0.48448, -1.05409, -0.58005], [0.38633, -0.55240, -2.06287], [-0.29470, 1.12118, -2.43176], [0.05089, -0.57779, 0.72967], [-0.59728, -0.73236, 1.78174], [1.51408, 0.29340, 0.73285], [1.60428, 0.68433, 2.51443], [-2.02252, -2.11834, -1.57161], [-2.14620, -1.94098, 0.38619], [-0.05979, 1.34944, -3.54465], [-1.37866, 1.09314, -2.32485], [0.11810, 1.89242, -1.76877], [2.55693, 1.11193, 2.78654], [0.88773, 1.51996, 2.82717], [1.45685, -0.27238, 3.07591]], "forces_ev_per_angstrom": [[-0.24, 0.77, -2.12], [-0.38, -0.11, 0.04], [-0.20, -0.02, -0.21], [0.17, 0.00, -1.17], [-2.40, -0.29, 2.45], [0.98, -0.04, -1.79], [1.44, 0.95, 0.31], [-1.17, 0.30, 0.71], [0.55, 0.22, 1.89], [0.41, -0.35, -0.39], [-0.22, -0.43, 1.98], [0.05, 0.00, -0.03], [0.02, -0.27, -0.29], [0.65, -0.20, -0.46], [0.47, -1.59, -0.58], [-0.12, 1.09, -0.36]], "smiles": "C=C(SC)C(=O)SC", "largest_force_ev_per_a": 3.44, "mol_weight_da": 148.3, "e_above_lowest_kcal_mol": 24.61, "homo_lumo_gap_ha": 0.3281}

# 6
{"formula": "C3H8O2P", "method": "ωB97M-V with the def2-TZVPD basis set", "symbols": ["C", "C", "C", "O", "O", "P", "H", "H", "H", "H", "H", "H", "H", "H"], "xyz": [[0.31092, -1.27694, -0.22718], [1.81006, 1.89231, -0.29330], [-0.62337, -0.74444, 0.88618], [-2.21886, 0.05246, -1.39270], [-3.14495, 0.70920, 0.86376], [-1.93823, 0.31806, 0.05058], [1.02746, -1.89136, 0.16982], [-0.35834, -1.71484, -0.97498], [0.81186, -0.54982, -0.65289], [1.95843, 2.40221, -1.23859], [0.88471, 1.38048, -0.19073], [2.72923, 1.24887, 0.07678], [-0.18784, -0.13371, 1.61754], [-1.06109, -1.69248, 1.30572]], "forces_ev_per_angstrom": [[-4.20, -1.15, 1.51], [2.68, -1.83, 0.08], [-1.61, -2.48, -1.82], [0.62, -1.22, -0.67], [0.45, -0.70, 0.92], [-0.50, 2.38, 0.09], [1.59, -2.17, 0.91], [0.51, -0.31, 0.06], [2.31, 3.80, -2.43], [0.06, 0.28, 0.21], [-0.85, 0.12, 0.35], [-1.82, 1.65, -0.61], [0.71, 0.67, 1.14], [0.06, 0.96, 0.27]], "largest_force_ev_per_a": 5.07, "mol_weight_da": 107.1, "e_above_lowest_kcal_mol": 103.33, "charge": -1, "homo_lumo_gap_ha": [0.3155, 0.1545]}